Record 1
Computed, not measured: the molecule C18H21NO3 at a distorted geometry, with ωB97M-V/def2-TZVPD.

Summary:
E_tot, eV: -26639.219
Charge: 0
HOMO-LUMO gap, eV: 9.094
Energy relative to the best compared isomer or geometry (same formula, charge and spin), kcal per mole: 19.76
HOMO, hartree: -0.3094
SMILES: Cc1ccc(OCc2ccc(C(=O)N3CCCC3)o2)cc1C
Multiplicity: 1
Max |F|, eV/Å: 1.3

```
43
Properties=species:S:1:pos:R:3:mulliken_charge:R:1
C -3.64 2.24 5.83 -1.417
C -2.73 1.96 4.68 0.861
C -2.65 0.69 4.13 -1.207
C -1.81 0.39 3.07 -0.710
C -1.02 1.40 2.53 0.722
C -1.09 2.68 3.07 -0.562
C -1.93 2.97 4.13 1.075
C -1.97 4.36 4.69 -1.603
H -1.29 5.01 4.15 0.379
H -1.69 4.36 5.74 0.324
H -2.98 4.77 4.62 0.324
H -0.47 3.44 2.64 0.369
O -0.15 1.25 1.48 -0.345
C -0.01 -0.03 0.91 -0.409
C 1.01 0.06 -0.17 -0.201
C 2.12 0.84 -0.30 -0.258
C 2.72 0.48 -1.53 -1.160
C 1.93 -0.51 -2.06 0.890
C 2.17 -1.22 -3.33 0.021
O 3.18 -0.99 -3.98 -0.715
N 1.26 -2.13 -3.75 0.144
C 0.03 -2.55 -3.11 -0.371
C -0.62 -3.49 -4.12 -0.680
H -1.24 -2.93 -4.81 0.307
C 0.58 -4.08 -4.85 -0.587
C 1.52 -2.89 -4.96 -0.644
H 1.27 -2.27 -5.84 0.266
H 2.57 -3.15 -5.02 0.333
H 1.05 -4.87 -4.25 0.284
H 0.32 -4.50 -5.82 0.356
H -1.23 -4.25 -3.63 0.364
H 0.25 -3.07 -2.17 0.247
H -0.60 -1.69 -2.88 0.280
O 0.89 -0.77 -1.23 -0.272
H 3.60 0.87 -1.97 0.538
H 2.45 1.59 0.39 0.544
H 0.31 -0.76 1.67 0.336
H -0.96 -0.38 0.48 0.444
H -1.80 -0.61 2.68 0.428
H -3.26 -0.10 4.54 0.294
H -4.37 3.01 5.56 0.320
H -3.08 2.60 6.69 0.321
H -4.19 1.34 6.12 0.371
```

Record 2
Computed, not measured: a structure of composition C18H22AlClFN4O10S at a distorted geometry, with ωB97M-V/def2-TZVPD.

Summary:
E_tot, eV: -78111.778
Charge: +1
HOMO-LUMO gap, eV: 2.244
HOMO, hartree: -0.3507
Multiplicity: 1
Max |F|, eV/Å: 4.9

```
58
Properties=species:S:1:pos:R:3:mulliken_charge:R:1
C 7.68 2.90 -3.17 -1.127
C 8.19 1.60 -3.80 0.523
F 8.67 0.81 -2.76 -0.342
C 7.12 0.84 -4.62 -1.326
C 6.17 0.04 -3.71 0.913
C 6.62 -1.20 -3.26 -0.262
C 5.85 -2.00 -2.43 -0.973
C 4.62 -1.50 -2.02 -0.454
C 4.16 -0.28 -2.45 0.487
C 4.93 0.53 -3.33 0.230
C 4.32 1.82 -3.78 0.350
O 4.91 2.78 -4.21 -0.540
C 2.79 1.90 -3.71 0.254
O 2.20 2.81 -4.62 -0.387
C 2.12 2.19 -5.78 0.477
N 2.18 1.94 -6.92 -0.436
C 2.07 1.16 -2.90 -0.666
C 2.81 0.22 -1.98 -0.034
O 2.38 -0.13 -0.91 -0.485
H 6.75 2.70 -2.63 0.175
H 8.41 3.25 -2.43 0.385
H 7.53 3.68 -3.93 0.337
H 9.01 1.85 -4.50 0.266
H 7.59 0.11 -5.30 0.459
H 6.51 1.51 -5.23 0.436
H 7.60 -1.55 -3.58 0.426
H 6.20 -2.98 -2.12 0.402
H 3.98 -2.08 -1.36 0.463
H 0.98 1.25 -2.92 0.446
N 2.50 -0.22 2.05 1.027
O 2.84 0.96 2.00 -0.540
O 3.31 -1.12 1.89 -0.527
O 1.30 -0.50 2.28 -0.586
C -3.00 -1.11 2.11 0.865
O -4.22 -0.89 2.54 -0.436
N -1.96 -0.70 2.80 -0.211
N -2.78 -1.76 0.97 -0.333
H -1.00 -0.86 2.51 0.202
H -2.16 -0.18 3.69 0.231
H -3.57 -2.08 0.44 0.219
H -1.85 -1.94 0.62 0.212
O -8.70 -0.72 6.62 -0.559
S -9.49 -0.74 5.43 1.233
O -10.01 -2.03 4.91 -0.363
O -8.72 0.01 4.27 -0.217
C -7.36 -0.37 3.94 -0.482
C -7.33 -1.64 3.11 -0.534
C -10.84 0.37 5.57 -1.025
H -6.76 -0.47 4.85 0.425
H -6.94 0.44 3.36 0.290
H -7.68 -2.51 3.70 0.040
H -6.33 -1.85 2.76 0.381
H -8.00 -1.56 2.25 0.399
H -10.45 1.32 5.92 0.376
H -11.54 -0.05 6.29 0.410
H -11.32 0.47 4.60 0.369
Al -8.85 -3.63 4.55 0.266
Cl -3.62 -0.79 4.47 -0.130
```

Record 3
Computed, not measured: a structure of composition C18H22BF6O22PPd2 at a distorted geometry, with ωB97M-V/def2-TZVPD.

Summary:
E_tot, eV: -97295.526
Charge: 0
HOMO-LUMO gap (spin up / spin down), eV: 7.585 / 6.769
HOMO (spin up / spin down), hartree: -0.2797 / -0.2752
Multiplicity: 5
Max |F|, eV/Å: 2.1

```
72
Properties=species:S:1:pos:R:3:mulliken_spin:R:1
Pd 26.35 -1.33 -7.40 1.325
Pd 25.41 -4.58 -6.32 1.408
B 24.51 -2.41 -6.04 -0.001
H 23.80 -1.50 -5.73 0.021
H 25.64 -2.25 -5.69 0.049
H 24.08 -3.47 -5.65 0.089
H 24.45 -2.49 -7.24 0.043
P 27.92 -3.60 -7.04 -0.051
O 27.47 -4.73 -6.04 0.260
O 26.51 -3.47 -7.80 0.387
O 28.99 -3.92 -7.98 0.091
O 28.17 -2.09 -6.63 0.297
C 25.29 3.77 -5.39 0.001
C 24.03 3.13 -6.01 0.000
O 24.47 1.88 -6.44 0.001
C 25.63 1.57 -5.79 0.013
O 26.12 0.49 -5.79 0.003
O 26.13 2.64 -5.16 0.000
F 23.57 3.83 -7.08 0.000
H 25.04 4.23 -4.44 0.000
H 25.74 4.55 -6.01 0.000
H 23.25 3.14 -5.25 0.000
C 26.35 -4.21 -0.92 0.000
C 26.66 -3.04 -1.85 0.001
O 25.99 -3.38 -3.04 -0.012
C 25.71 -4.71 -3.04 -0.005
O 25.32 -5.33 -3.97 0.015
O 25.97 -5.25 -1.84 0.000
F 27.98 -2.90 -2.08 0.000
H 25.56 -4.03 -0.20 0.000
H 27.28 -4.58 -0.49 0.000
H 26.26 -2.09 -1.48 0.000
C 21.43 -5.36 -10.43 0.000
C 22.46 -6.42 -10.76 0.000
O 23.34 -6.33 -9.69 0.001
C 23.20 -5.10 -9.11 0.015
O 23.80 -4.75 -8.16 0.022
O 22.22 -4.41 -9.72 0.000
F 23.12 -6.07 -11.91 0.000
H 20.66 -5.73 -9.75 0.000
H 20.94 -4.94 -11.30 0.000
H 22.08 -7.43 -10.87 0.000
C 19.79 -5.12 -4.45 0.000
C 19.58 -5.97 -5.68 0.000
O 20.82 -5.91 -6.35 0.000
C 21.79 -5.66 -5.42 -0.002
O 22.93 -5.86 -5.57 0.004
O 21.24 -5.21 -4.27 0.000
F 18.58 -5.51 -6.49 0.000
H 19.38 -5.50 -3.52 0.000
H 19.57 -4.06 -4.59 0.000
H 19.35 -7.01 -5.46 0.000
C 21.61 0.37 -10.06 0.000
C 22.36 1.69 -10.09 0.000
O 23.68 1.34 -9.84 0.000
C 23.71 0.09 -9.28 -0.003
O 24.68 -0.48 -8.95 0.025
O 22.46 -0.38 -9.15 0.001
F 21.91 2.49 -9.07 0.000
H 21.58 -0.11 -11.04 0.000
H 20.67 0.46 -9.53 0.000
H 22.24 2.30 -10.99 0.000
C 21.36 -1.22 -3.45 0.001
C 22.41 -0.20 -3.01 -0.002
O 22.99 -0.81 -1.88 0.000
C 22.75 -2.15 -1.93 0.000
O 23.35 -2.94 -1.27 0.000
O 21.72 -2.43 -2.75 0.000
F 21.80 0.99 -2.67 0.000
H 21.34 -1.36 -4.53 0.000
H 20.37 -0.97 -3.08 0.000
H 23.20 0.01 -3.73 0.002
```

Record 4
Computed, not measured: a structure of composition C18H22BrN3O5S at a distorted geometry, with ωB97M-V/def2-TZVPD.

Summary:
E_tot, eV: -114591.697
Charge: 0
HOMO-LUMO gap, eV: 7.937
Energy relative to the best compared isomer or geometry (same formula, charge and spin), kcal per mole: 368.47
HOMO, hartree: -0.2926
Multiplicity: 1
Max |F|, eV/Å: 16.7

```
50
Properties=species:S:1:pos:R:3:mulliken_charge:R:1
C 3.96 3.46 -2.03 -1.042
H 3.97 4.33 -1.47 0.500
O 3.57 2.39 -1.53 -0.323
C 4.09 1.79 -0.40 0.875
C 5.12 2.30 0.09 -0.342
C 5.67 1.84 1.40 -0.331
C 5.21 0.59 2.01 -1.259
C 4.21 0.09 1.13 -0.527
C 3.51 0.62 0.05 0.785
N 2.57 -0.12 -0.53 0.279
C 2.25 -1.28 -0.24 -1.412
C 1.22 -1.62 0.80 -0.517
N 0.12 -1.18 0.50 0.663
S -1.19 -1.37 1.60 0.944
O -2.15 -0.37 1.47 -0.559
O -0.85 -2.05 2.94 -0.714
C -1.88 -2.95 0.60 -1.136
C -2.37 -2.27 -0.72 -0.776
N -3.31 -1.17 -0.73 -0.100
C -4.70 -1.53 -0.96 0.295
O -5.00 -2.58 -1.81 -0.693
C -5.80 -0.47 -0.56 0.408
C -7.03 -0.44 -0.89 -0.230
C -7.59 0.68 -0.21 -0.689
C -6.44 1.43 -0.09 0.212
O -5.23 0.57 -0.04 -0.245
Br -6.27 2.69 1.06 -0.074
H -8.50 1.15 -0.40 0.412
H -7.66 -1.35 -1.35 0.307
H -3.23 -0.57 0.09 0.537
H -2.68 -2.89 -1.52 0.716
H -1.50 -1.74 -1.38 0.187
H -2.73 -3.15 1.12 0.601
H -1.17 -3.67 0.42 0.462
C 0.30 0.35 0.44 -0.775
C 1.32 0.81 -0.71 -1.881
H 1.49 1.67 -1.09 1.218
H 0.82 0.19 -1.38 0.484
H -0.65 0.93 0.27 0.458
H 0.66 0.99 1.43 0.326
H 1.17 -2.85 1.16 0.330
H 1.61 -1.30 2.09 0.306
H 3.16 -2.02 -0.04 0.422
H 1.82 -2.05 -1.14 0.224
H 3.81 -0.81 1.59 0.181
H 5.94 0.21 2.68 0.352
H 6.63 2.34 1.84 0.248
H 5.58 3.27 -0.11 0.380
H 4.98 3.43 -2.51 0.330
H 3.17 3.67 -2.95 0.184
```

What is the formula in the fourth record?
C18H22BrN3O5S

Copy entry 1 word for word.
Computed, not measured: the molecule C18H21NO3 at a distorted geometry, with ωB97M-V/def2-TZVPD.

Summary:
E_tot, eV: -26639.219
Charge: 0
HOMO-LUMO gap, eV: 9.094
Energy relative to the best compared isomer or geometry (same formula, charge and spin), kcal per mole: 19.76
HOMO, hartree: -0.3094
SMILES: Cc1ccc(OCc2ccc(C(=O)N3CCCC3)o2)cc1C
Multiplicity: 1
Max |F|, eV/Å: 1.3

```
43
Properties=species:S:1:pos:R:3:mulliken_charge:R:1
C -3.64 2.24 5.83 -1.417
C -2.73 1.96 4.68 0.861
C -2.65 0.69 4.13 -1.207
C -1.81 0.39 3.07 -0.710
C -1.02 1.40 2.53 0.722
C -1.09 2.68 3.07 -0.562
C -1.93 2.97 4.13 1.075
C -1.97 4.36 4.69 -1.603
H -1.29 5.01 4.15 0.379
H -1.69 4.36 5.74 0.324
H -2.98 4.77 4.62 0.324
H -0.47 3.44 2.64 0.369
O -0.15 1.25 1.48 -0.345
C -0.01 -0.03 0.91 -0.409
C 1.01 0.06 -0.17 -0.201
C 2.12 0.84 -0.30 -0.258
C 2.72 0.48 -1.53 -1.160
C 1.93 -0.51 -2.06 0.890
C 2.17 -1.22 -3.33 0.021
O 3.18 -0.99 -3.98 -0.715
N 1.26 -2.13 -3.75 0.144
C 0.03 -2.55 -3.11 -0.371
C -0.62 -3.49 -4.12 -0.680
H -1.24 -2.93 -4.81 0.307
C 0.58 -4.08 -4.85 -0.587
C 1.52 -2.89 -4.96 -0.644
H 1.27 -2.27 -5.84 0.266
H 2.57 -3.15 -5.02 0.333
H 1.05 -4.87 -4.25 0.284
H 0.32 -4.50 -5.82 0.356
H -1.23 -4.25 -3.63 0.364
H 0.25 -3.07 -2.17 0.247
H -0.60 -1.69 -2.88 0.280
O 0.89 -0.77 -1.23 -0.272
H 3.60 0.87 -1.97 0.538
H 2.45 1.59 0.39 0.544
H 0.31 -0.76 1.67 0.336
H -0.96 -0.38 0.48 0.444
H -1.80 -0.61 2.68 0.428
H -3.26 -0.10 4.54 0.294
H -4.37 3.01 5.56 0.320
H -3.08 2.60 6.69 0.321
H -4.19 1.34 6.12 0.371
```